Entry 1:
{
  "formula": "C29H32BN9Pd",
  "method": "the ωB97M-V functional and the def2-TZVPD basis",
  "total_charge": -1,
  "e_tot_ev": -48161.605,
  "s2": 0.8315,
  "lumo_energy_ev": [2.823, 2.821],
  "multiplicity": 2,
  "elements": ["Pd", "C", "C", "C", "C", "N", "N", "B", "N", "C", "C", "C", "C", "N", "N", "C", "C", "C", "C", "N", "N", "C", "C", "C", "C", "N", "H", "H", "H", "H", "H", "H", "H", "H", "H", "H", "H", "H", "H", "H", "H", "H", "H", "H", "H", "H", "C", "C", "C", "C", "C", "C", "C", "H", "H", "H", "H", "H", "C", "C", "C", "C", "N", "C", "C", "H", "H", "H", "H", "H", "H", "H"],
  "positions_angstrom": [[1.0639, -0.4804, -1.7139], [0.9281, 2.2050, -4.0244], [1.0385, 2.6651, -2.6093], [1.0496, 3.9797, -2.1047], [1.1486, 3.8221, -0.7427], [1.2288, 2.5029, -0.4702], [1.1395, 1.7978, -1.6204], [1.1047, 1.8519, 0.9077], [1.9852, 0.5783, 1.0871], [2.6229, 0.2424, 2.2247], [3.3500, -0.9025, 1.9929], [3.1105, -1.2126, 0.6449], [3.7037, -2.3209, -0.1556], [2.2833, -0.3173, 0.1137], [-0.3602, 1.5210, 1.1994], [-0.8315, 0.7407, 2.1914], [-2.2060, 0.8293, 2.1835], [-2.4887, 1.7111, 1.1204], [-3.8203, 2.1591, 0.6103], [-1.3730, 2.1220, 0.5389], [1.6411, 2.8708, 1.9486], [2.8510, 3.4659, 1.9203], [3.0415, 4.1037, 3.1249], [1.8701, 3.8175, 3.8556], [1.5101, 4.2331, 5.2457], [1.0424, 3.0695, 3.1421], [1.7876, 2.5333, -4.6133], [0.0280, 2.6070, -4.4937], [0.8891, 1.1166, -4.0579], [0.9768, 4.9020, -2.6555], [1.1480, 4.5490, 0.0512], [2.5184, 0.8501, 3.1096], [3.9761, -1.4353, 2.6883], [3.8714, -3.1951, 0.4747], [4.6663, -2.0173, -0.5745], [3.0507, -2.5963, -0.9820], [-0.1592, 0.1983, 2.8352], [-2.9011, 0.3283, 2.8372], [-4.6153, 1.5108, 0.9810], [-3.8354, 2.1331, -0.4796], [-4.0450, 3.1809, 0.9243], [3.4848, 3.3883, 1.0512], [3.8909, 4.6938, 3.4272], [1.8334, 5.2555, 5.4479], [1.9778, 3.5863, 5.9917], [0.4308, 4.1778, 5.3807], [1.0127, -2.2347, -2.2366], [0.4680, -3.3656, -1.6060], [0.2048, -3.4187, -0.2043], [-0.3802, -4.5259, 0.3713], [-0.7365, -5.6366, -0.3960], [-0.4735, -5.6164, -1.7705], [0.1156, -4.5235, -2.3637], [0.4710, -2.5608, 0.4037], [-0.5685, -4.5282, 1.4402], [-1.2005, -6.5001, 0.0644], [-0.7381, -6.4734, -2.3814], [0.3101, -4.5144, -3.4300], [-4.7380, -3.1529, -1.8152], [-3.5720, -2.2064, -1.8449], [-2.9992, -1.7889, -3.0412], [-1.8782, -0.9797, -3.0084], [-1.3195, -0.5474, -1.8800], [-1.8888, -0.9144, -0.7334], [-2.9996, -1.7391, -0.6708], [-5.1094, -3.3581, -2.8189], [-5.5579, -2.7478, -1.2194], [-4.4388, -4.1014, -1.3648], [-3.4001, -2.1166, -3.9927], [-1.3783, -0.6913, -3.9255], [-1.4239, -0.5494, 0.1718], [-3.3895, -2.0307, 0.2971]],
  "forces_ev_per_a": [[0.3324, 0.5402, -0.0123], [0.0390, 0.0453, -0.0332], [0.0003, 0.0906, -0.1238], [-0.0394, -0.0594, 0.1214], [0.0338, 0.0332, -0.0272], [-0.0065, 0.0399, -0.2100], [0.0074, -0.2370, 0.0954], [-0.0219, 0.0356, 0.1197], [0.1871, 0.1052, -0.0935], [0.0267, 0.0122, 0.0090], [-0.0235, 0.0694, 0.0586], [0.0224, 0.0372, -0.0281], [0.0043, -0.0556, -0.0087], [-0.2082, -0.1410, 0.1461], [-0.1056, -0.1608, 0.0089], [-0.0869, 0.0248, 0.0926], [0.0960, 0.0300, 0.0303], [0.0372, -0.0141, -0.0004], [-0.0382, 0.0190, -0.0074], [-0.0050, 0.0833, 0.0274], [0.0492, -0.0779, 0.0312], [0.0347, 0.0679, 0.0146], [0.0155, -0.0309, -0.0748], [-0.0189, -0.0016, -0.0084], [-0.0076, 0.0222, 0.0313], [-0.0771, 0.0439, 0.0156], [-0.0091, 0.0089, 0.0009], [-0.0026, -0.0122, 0.0033], [-0.0097, -0.0380, 0.0293], [-0.0105, 0.0041, 0.0012], [0.0197, -0.0017, -0.0052], [0.0249, -0.0143, 0.0034], [-0.0022, -0.0066, -0.0025], [-0.0095, -0.0030, -0.0053], [-0.0020, 0.0115, 0.0076], [-0.0074, 0.0207, -0.0091], [-0.0103, -0.0287, -0.0023], [-0.0039, -0.0054, -0.0077], [0.0089, -0.0070, 0.0007], [0.0066, 0.0040, 0.0025], [0.0067, -0.0050, 0.0028], [-0.0121, 0.0084, -0.0017], [-0.0012, -0.0092, 0.0132], [-0.0026, -0.0006, -0.0094], [0.0076, -0.0017, -0.0082], [0.0027, -0.0196, -0.0051], [-0.0759, -0.4594, -0.0039], [0.0519, 0.0695, -0.2118], [-0.0052, 0.0031, 0.0896], [0.0204, 0.0353, 0.0315], [-0.0262, -0.0440, 0.0146], [0.0002, 0.0017, -0.0415], [0.0052, -0.0045, -0.0050], [-0.0016, -0.0011, -0.0063], [-0.0041, -0.0029, -0.0043], [0.0043, 0.0023, -0.0019], [-0.0029, -0.0021, 0.0114], [0.0000, -0.0016, 0.0040], [-0.0117, -0.0133, 0.0043], [-0.0121, -0.0111, 0.0196], [0.0130, -0.0049, 0.0174], [-0.0047, -0.0034, 0.0045], [-0.1605, 0.0310, -0.0214], [-0.0081, 0.0080, -0.0206], [-0.0122, -0.0032, -0.0111], [-0.0018, 0.0110, -0.0033], [0.0018, -0.0028, 0.0018], [-0.0001, 0.0011, -0.0023], [-0.0048, -0.0085, 0.0010], [0.0126, 0.0051, -0.0093], [-0.0058, -0.0283, -0.0364], [-0.0126, -0.0034, -0.0033]],
  "lowdin_charge": [0.639, -0.047, -0.357, -0.027, -0.082, 0.009, 0.032, -0.677, 0.021, -0.084, -0.026, -0.353, -0.040, 0.028, -0.007, -0.104, -0.051, -0.386, -0.048, 0.144, -0.033, -0.104, -0.037, -0.374, -0.054, 0.130, 0.071, 0.073, 0.042, 0.090, 0.118, 0.117, 0.093, 0.077, 0.077, 0.029, 0.115, 0.091, 0.065, 0.071, 0.067, 0.126, 0.088, 0.066, 0.067, 0.070, -0.160, -0.394, -0.091, -0.125, -0.139, -0.135, -0.088, 0.089, 0.091, 0.076, 0.086, 0.092, -0.051, -0.272, -0.033, -0.151, 0.016, -0.137, -0.018, 0.070, 0.077, 0.081, 0.103, 0.099, 0.077, 0.116]
}

Entry 2:
{
  "formula": "C29H32ClHfIN8O2",
  "method": "the ωB97M-V functional and the def2-TZVPD basis",
  "total_charge": 4,
  "e_tot_ev": -68507.849,
  "lumo_energy_ev": -11.816,
  "elements": ["Hf", "C", "C", "C", "C", "N", "C", "C", "C", "C", "C", "C", "N", "C", "C", "C", "C", "C", "N", "H", "H", "H", "H", "H", "H", "H", "H", "H", "H", "H", "N", "C", "C", "N", "C", "C", "H", "H", "H", "H", "H", "H", "H", "H", "H", "H", "H", "N", "C", "C", "N", "C", "H", "H", "H", "H", "I", "C", "C", "C", "C", "N", "C", "H", "H", "H", "H", "Cl", "C", "C", "O", "O", "H", "H"],
  "positions_angstrom": [[0.1604, -0.7910, -0.4422], [3.2836, -2.3441, 2.5576], [2.5509, -3.2438, 3.3146], [1.1755, -3.3123, 3.1265], [0.5779, -2.5072, 2.1778], [1.2969, -1.6537, 1.4045], [2.6209, -1.5788, 1.6200], [-0.8882, -2.4685, 1.9684], [-1.7887, -3.2547, 2.6578], [-3.1475, -3.0365, 2.4738], [-3.5685, -2.0177, 1.6333], [-2.6177, -1.2848, 0.9491], [-1.3022, -1.5320, 1.0925], [-2.9246, -0.1042, 0.1121], [-4.2123, 0.2820, -0.2149], [-4.4082, 1.4701, -0.9037], [-3.3018, 2.2470, -1.2200], [-2.0487, 1.7776, -0.8866], [-1.8418, 0.6154, -0.2516], [4.3510, -2.2365, 2.6927], [3.0358, -3.8755, 4.0483], [0.5900, -3.9927, 3.7275], [3.1720, -0.8659, 1.0252], [-1.4569, -4.0247, 3.3388], [-3.8739, -3.6346, 3.0095], [-4.6211, -1.8004, 1.5276], [-5.0621, -0.3314, 0.0499], [-5.4070, 1.7839, -1.1782], [-3.4104, 3.1968, -1.7260], [-1.1635, 2.3462, -1.1418], [1.6914, 4.7421, 2.6654], [1.2493, 4.9460, 1.2414], [1.2083, 3.6042, 0.5103], [0.3782, 2.5924, 1.1761], [0.8409, 2.4187, 2.5598], [0.8409, 3.7178, 3.3641], [1.6552, 5.6312, 3.1712], [2.6697, 4.4432, 2.6775], [1.9367, 5.6349, 0.7534], [0.2641, 5.4108, 1.2704], [2.2187, 3.1980, 0.4136], [0.8409, 3.7845, -0.5004], [-0.5861, 2.9151, 1.1991], [1.8538, 2.0051, 2.5225], [0.2028, 1.7004, 3.0735], [1.2264, 3.5642, 4.3707], [-0.1668, 4.1247, 3.4392], [0.9968, -4.9290, -1.5925], [0.3992, -4.5295, -2.7610], [-0.1746, -3.3374, -2.4866], [0.0502, -3.0011, -1.1475], [0.7813, -4.0059, -0.6608], [1.5113, -5.7899, -1.4608], [0.4430, -5.1022, -3.6718], [-0.7541, -2.7377, -3.1585], [1.1245, -4.1162, 0.3531], [0.7622, 3.2029, -5.0228], [-0.2461, 1.5516, -4.2658], [-1.3348, 1.0074, -4.9393], [-2.0381, -0.0323, -4.3445], [-1.6215, -0.5151, -3.1264], [-0.5264, -0.0477, -2.4945], [0.1301, 0.9884, -3.0579], [-1.6374, 1.3996, -5.9025], [-2.9074, -0.4581, -4.8277], [-2.1911, -1.2871, -2.6208], [0.9773, 1.3983, -2.5272], [3.5195, 2.0213, -2.4645], [3.7763, 0.4250, -1.7299], [2.4682, -0.0790, -1.2035], [1.9811, -1.1843, -1.5633], [1.7502, 0.5979, -0.3672], [4.5003, 0.5556, -0.9263], [4.1653, -0.2568, -2.4795]],
  "forces_ev_per_a": [[-0.9489, -0.0157, 0.1512], [0.0183, -0.0595, 0.0837], [0.0115, 0.0153, -0.0127], [0.0419, -0.1028, 0.0623], [0.0004, 0.0637, -0.0188], [-0.0213, -0.1770, 0.0602], [-0.0142, 0.0447, -0.0733], [0.0201, 0.0469, 0.0262], [-0.0486, -0.1075, 0.0576], [-0.0165, 0.0062, -0.0025], [-0.0730, -0.0838, -0.0453], [0.0339, 0.0596, 0.0188], [0.0065, -0.1917, 0.2801], [0.0469, 0.0569, 0.0368], [-0.1175, -0.0222, -0.0483], [0.0428, -0.0310, 0.0034], [-0.0862, 0.0509, 0.0262], [0.1548, 0.0764, 0.0333], [0.1061, -0.3336, 0.0044], [-0.0030, 0.0066, -0.0362], [-0.0145, 0.0158, 0.0081], [-0.0137, 0.0283, 0.0075], [-0.0090, -0.0034, -0.0210], [-0.0068, 0.0400, 0.0186], [0.0145, -0.0051, -0.0049], [0.0022, -0.0050, 0.0144], [0.0213, 0.0132, 0.0320], [0.0014, 0.0193, 0.0101], [0.0193, -0.0081, 0.0029], [0.0098, -0.0320, -0.0426], [-0.1095, 0.0378, -0.0346], [-0.0263, -0.0692, -0.2981], [-0.0892, -0.0552, 0.1359], [0.0515, 0.2352, 0.3155], [-0.0790, 0.1651, -0.1894], [-0.0264, -0.2920, 0.0671], [0.0336, 0.0096, 0.0125], [0.0269, 0.0366, 0.0412], [0.0549, 0.0374, 0.1060], [-0.0028, 0.0068, 0.1135], [-0.0063, -0.0059, -0.0468], [0.0364, 0.0162, -0.0139], [-0.0115, -0.0148, -0.0050], [-0.0223, -0.0454, 0.0394], [0.0280, -0.0004, 0.0477], [0.0723, 0.0967, -0.0070], [0.0263, 0.1153, -0.0167], [-0.0172, -0.0374, -0.0877], [0.0744, 0.0092, 0.0047], [-0.0968, -0.0550, 0.1012], [0.1104, 0.3651, -0.2983], [-0.1499, -0.0555, 0.1506], [-0.0191, -0.0098, 0.0310], [-0.0254, -0.0515, 0.0447], [0.0709, 0.0575, -0.0170], [0.0924, 0.0517, -0.0387], [-0.0304, -0.0964, 0.0348], [-0.0226, 0.1234, -0.0603], [0.0122, -0.0213, 0.0135], [-0.0666, 0.0557, -0.1523], [-0.0179, -0.0123, 0.2140], [0.2149, 0.1476, -0.4633], [-0.0216, -0.1498, -0.1825], [-0.0309, -0.0075, 0.0167], [0.0001, -0.0054, 0.0201], [0.0263, -0.0448, -0.0204], [0.0231, -0.0038, 0.0008], [-0.0025, 0.0034, 0.0161], [0.0418, 0.1911, -0.0417], [0.1715, -0.0926, -0.1473], [0.4613, 0.0613, -0.0403], [0.1036, 0.1099, -0.0834], [-0.0276, -0.1297, 0.0801], [-0.0094, -0.0425, 0.0055]],
  "lowdin_charge": [1.893, 0.018, 0.035, 0.039, -0.225, -0.002, -0.075, -0.189, 0.056, 0.052, 0.057, -0.175, 0.005, -0.207, 0.042, 0.031, 0.012, -0.128, 0.001, 0.138, 0.146, 0.132, 0.111, 0.133, 0.148, 0.135, 0.132, 0.144, 0.136, 0.108, 0.076, -0.078, -0.194, -0.074, -0.186, -0.083, 0.198, 0.191, 0.149, 0.145, 0.115, 0.124, 0.105, 0.126, 0.128, 0.147, 0.145, 0.131, -0.006, -0.101, -0.062, -0.144, 0.191, 0.149, 0.089, 0.132, 1.040, -0.685, -0.055, 0.008, -0.147, -0.084, -0.208, 0.128, 0.139, 0.121, 0.040, 0.676, -0.418, -0.672, -0.051, -0.167, 0.105, 0.110]
}